102
Properties=species:S:1:pos:R:3:forces:R:3 method="wB97M-V/def2-TZVPD" relative_energy_kj_mol=68.0 total_charge=+2 lumo_ev="-8.648 / -8.648" molar_mass_g_mol=925.332 total_energy_ev=-134938.079
Tl -0.514 -0.250 0.143 -0.650 -0.151 0.141
C 2.844 -0.905 3.900 0.066 -0.003 -0.284
C 3.306 0.203 2.947 0.163 -0.172 0.234
C 4.746 0.618 3.258 -0.169 -0.086 -0.175
C 2.344 1.365 3.034 -0.172 0.009 -0.473
C 2.192 2.029 4.241 -0.169 0.148 -0.035
C 1.231 3.014 4.402 0.016 -0.105 -0.027
C 0.363 3.316 3.364 0.080 -0.086 0.074
C 0.474 2.688 2.133 0.307 -0.385 -0.261
C -0.377 3.114 0.961 -0.213 0.233 0.059
C 0.161 4.433 0.395 -0.059 -0.278 -0.124
C -1.854 3.240 1.333 0.196 -0.066 -0.176
C 1.506 1.739 1.958 -0.046 0.726 1.151
N 1.686 1.174 0.702 0.794 -0.535 -1.294
C 2.879 1.190 0.223 -0.837 0.981 1.085
C 3.392 0.539 -0.945 0.608 -0.186 -0.802
C 4.760 0.740 -1.174 -0.639 0.207 0.509
C 5.467 0.057 -2.140 -0.250 -0.425 -0.291
C 4.805 -0.884 -2.935 0.243 -0.023 0.014
C 3.467 -1.098 -2.770 -0.098 -0.196 -0.036
C 2.688 -0.375 -1.808 0.466 -0.444 0.200
N 1.369 -0.436 -1.887 -0.264 0.845 -0.625
C 0.722 -1.422 -2.562 -0.004 -0.558 -0.259
C -0.138 -1.035 -3.631 -0.156 0.352 0.135
C -0.707 -2.030 -4.404 0.064 0.112 -0.034
C -0.497 -3.371 -4.119 0.059 0.149 0.188
C 0.249 -3.742 -3.009 0.068 0.034 -0.018
C 0.871 -2.796 -2.221 0.379 0.028 0.081
C 1.559 -3.192 -0.938 0.121 -0.370 0.085
C 0.565 -3.890 0.000 0.055 0.250 -0.039
C 2.764 -4.100 -1.210 -0.022 0.231 0.065
C -0.222 0.418 -4.008 -0.248 0.080 -0.299
C -1.508 0.741 -4.767 0.027 -0.083 0.172
C 0.988 0.778 -4.883 -0.079 -0.030 0.222
H 3.514 -1.758 3.825 0.059 -0.143 0.040
H 1.836 -1.231 3.645 -0.096 -0.057 0.030
H 2.846 -0.564 4.930 -0.004 0.043 0.171
H 3.292 -0.223 1.939 -0.022 0.028 0.195
H 4.858 0.882 4.304 0.045 0.072 0.176
H 5.053 1.477 2.665 0.068 0.121 -0.066
H 5.422 -0.205 3.045 0.125 -0.101 0.038
H 2.844 1.784 5.062 0.084 -0.077 0.181
H 1.154 3.543 5.339 -0.015 0.050 0.093
H -0.382 4.079 3.512 -0.146 0.134 -0.012
H -0.288 2.369 0.158 0.007 0.098 0.104
H 0.080 5.228 1.131 0.010 0.109 0.105
H -0.405 4.718 -0.488 -0.060 0.082 -0.090
H 1.205 4.325 0.114 0.166 0.087 -0.034
H -2.010 4.009 2.083 -0.030 0.064 0.126
H -2.232 2.288 1.710 -0.128 0.001 0.056
H -2.427 3.513 0.449 -0.067 -0.046 0.013
H 3.636 1.780 0.753 -0.045 -0.103 0.008
H 5.287 1.451 -0.551 -0.022 -0.019 0.110
H 6.524 0.231 -2.268 0.080 0.080 -0.059
H 5.349 -1.427 -3.691 0.029 -0.045 -0.130
H 2.933 -1.753 -3.443 0.010 0.009 -0.109
H -1.299 -1.764 -5.265 -0.048 0.070 -0.045
H -0.932 -4.125 -4.756 -0.073 -0.123 -0.052
H 0.350 -4.788 -2.769 -0.005 -0.148 0.094
H 1.913 -2.287 -0.427 -0.020 -0.188 -0.032
H 0.136 -4.770 -0.472 -0.060 -0.100 -0.062
H -0.244 -3.218 0.294 -0.017 -0.159 -0.004
H 1.083 -4.215 0.898 0.036 -0.013 0.171
H 2.462 -5.015 -1.714 -0.009 -0.066 -0.036
H 3.240 -4.372 -0.270 0.045 -0.047 0.045
H 3.499 -3.590 -1.832 0.069 -0.084 -0.030
H -0.184 1.013 -3.088 0.016 -0.064 -0.012
H -1.470 0.341 -5.777 -0.021 -0.010 -0.136
H -1.633 1.818 -4.844 -0.011 0.096 -0.012
H -2.378 0.335 -4.252 -0.029 0.062 -0.021
H 0.975 0.166 -5.782 0.059 -0.022 -0.139
H 1.929 0.609 -4.364 0.136 0.019 -0.011
H 0.942 1.823 -5.172 0.013 0.125 -0.050
C -3.187 -4.840 1.698 0.122 0.010 0.166
C -2.213 -4.637 2.856 -0.169 -0.330 -0.201
C -1.862 -3.211 3.063 0.094 0.223 0.732
N -1.629 -2.347 2.148 -0.284 -0.730 -0.492
N -1.260 -1.132 2.603 0.290 1.010 0.287
C -1.209 -1.060 3.905 -0.183 -0.543 0.236
N -0.848 0.035 4.582 0.028 0.191 0.216
S -1.660 -2.555 4.691 0.139 0.260 -0.696
H -3.434 -5.893 1.606 -0.045 -0.089 -0.054
H -2.744 -4.500 0.766 -0.017 0.051 -0.123
H -4.101 -4.283 1.882 -0.163 0.058 -0.073
H -1.292 -5.190 2.649 0.005 -0.028 0.153
H -2.641 -5.037 3.778 0.094 -0.031 -0.049
H -0.542 0.854 4.083 0.033 0.094 -0.008
H -0.818 0.032 5.585 0.041 0.087 -0.036
C -6.129 1.205 -1.758 0.042 -0.148 0.063
As -4.632 0.225 -0.992 0.075 0.059 0.098
C -4.642 -1.613 -1.654 -0.044 0.219 0.084
C -4.941 0.177 0.933 -0.012 -0.038 -0.261
S -2.799 1.179 -1.454 0.038 -0.209 0.119
H -7.056 0.677 -1.528 0.046 0.022 -0.003
H -6.017 1.291 -2.840 0.110 -0.100 0.133
H -6.167 2.211 -1.330 0.134 -0.231 0.017
H -5.615 -2.074 -1.502 -0.064 0.030 0.031
H -3.883 -2.187 -1.117 -0.033 0.158 0.038
H -4.398 -1.619 -2.718 -0.040 0.153 0.125
H -5.900 -0.297 1.136 -0.025 -0.036 0.006
H -4.959 1.202 1.308 0.035 -0.071 -0.132
H -4.141 -0.376 1.429 -0.019 0.024 -0.150